Record 1
Formula: C37H48N9O
Source: the OMol25 dataset
Level of theory: ωB97M-V/def2-TZVPD

```
95
Properties=species:S:1:pos:R:3:forces:R:3
C -0.302 0.530 0.075 2.99 4.00 -2.26
O 0.961 0.622 0.645 1.37 1.39 1.24
H -0.161 1.115 -0.960 -1.36 -1.27 1.51
H -1.083 0.958 0.658 -0.96 0.24 0.46
H -0.300 -0.456 -0.060 -1.88 -4.25 -1.28
N -2.879 2.518 2.274 1.87 1.41 -1.21
C -4.248 2.858 2.332 5.91 -5.18 4.47
C -4.789 2.008 3.217 -0.61 -0.65 0.91
C -3.736 1.108 3.798 -4.07 7.07 -3.78
C -2.673 1.501 3.173 4.74 1.06 -1.68
H -2.015 3.006 1.736 -3.00 -1.31 1.67
H -4.651 3.409 1.691 -3.27 4.97 -5.05
H -5.856 2.143 3.292 -0.25 -0.89 0.79
H -3.869 0.294 4.240 -1.10 -6.47 4.30
H -1.660 1.123 3.317 -0.25 0.09 -0.26
N -1.152 -3.971 -0.950 2.15 2.50 1.80
C -0.632 -3.677 0.384 -2.79 -3.11 -0.98
C -0.976 -4.746 1.239 0.61 -0.80 -2.83
C -1.463 -5.772 0.199 0.08 0.77 3.58
C -1.579 -5.243 -1.032 -0.34 0.13 -2.05
H -1.155 -3.275 -1.714 0.14 -0.89 0.70
H 0.053 -2.911 0.493 0.67 1.86 0.38
H -0.763 -4.950 2.375 -0.33 0.64 -2.74
H -1.724 -6.718 0.574 -0.43 -1.20 -0.18
H -1.848 -5.577 -2.098 0.17 0.08 2.23
N 1.863 2.493 -2.353 2.06 1.55 0.12
C 3.035 3.135 -2.862 -0.66 -1.17 -1.25
C 2.624 3.621 -4.084 0.27 0.96 -1.97
C 1.098 3.327 -4.294 7.29 -0.78 5.90
C 0.738 2.769 -3.109 -0.46 -0.50 1.60
H 1.966 2.131 -1.436 -0.86 -0.40 0.91
H 4.140 3.023 -2.475 -2.82 0.15 -0.42
H 3.431 4.185 -4.784 -2.48 -1.50 1.46
H 0.503 3.614 -4.981 -3.79 2.11 -4.82
H -0.259 2.699 -2.560 1.41 -0.41 -1.38
N 0.218 2.968 1.693 1.66 -1.99 -3.95
C 0.208 3.353 2.970 -0.76 1.90 0.68
C -0.391 4.596 2.956 0.17 2.15 -1.81
C -0.564 5.002 1.496 -0.69 -0.14 0.49
C -0.190 3.910 0.697 -0.12 1.14 8.36
H 0.718 2.140 1.256 -0.39 -0.38 1.10
H 0.629 2.870 3.889 -0.53 -0.07 -1.55
H -0.546 5.269 3.819 0.01 -0.58 -0.72
H -1.001 5.941 1.038 0.59 -1.15 1.09
H -0.158 3.692 -0.277 0.14 -0.73 -3.41
N -0.014 -1.794 -3.170 5.49 0.57 3.52
C -1.273 -1.523 -3.416 -5.00 2.51 1.09
C -1.862 -2.467 -4.225 4.92 -1.42 -0.64
C -0.590 -3.339 -4.577 -3.88 1.23 0.19
C 0.438 -2.904 -3.841 -10.52 2.51 -1.05
H 0.791 -1.475 -2.402 -3.51 -0.03 -2.31
H -1.887 -0.614 -2.975 1.83 -1.97 -0.66
H -2.820 -2.501 -4.695 -0.28 0.06 -0.01
H -0.631 -4.001 -5.386 0.22 -1.25 -0.69
H 1.331 -2.989 -3.742 10.61 -2.20 0.62
N 2.350 -0.848 -1.164 1.90 -5.14 -4.54
C 2.628 -2.132 -0.741 1.76 -2.44 -0.40
C 3.449 -2.769 -1.650 1.27 1.81 -2.33
C 3.681 -1.748 -2.764 -5.05 -2.00 6.70
C 2.906 -0.682 -2.468 -0.03 1.19 2.27
H 2.014 -0.260 -0.538 -2.76 4.15 3.28
H 2.415 -2.791 0.145 -0.58 1.99 -0.39
H 3.971 -3.752 -1.611 -0.89 0.94 0.22
H 4.262 -1.551 -3.488 4.51 -0.18 -5.59
H 2.840 0.277 -3.005 -0.08 -0.62 0.57
N -4.322 -0.146 0.772 0.46 3.81 2.94
C -5.675 -0.309 0.561 2.16 1.53 1.03
C -5.839 -1.251 -0.331 0.77 -2.86 -1.88
C -4.443 -1.734 -0.644 -4.68 -5.11 -4.95
C -3.608 -0.991 -0.029 0.15 2.72 2.94
H -3.966 0.633 1.488 -0.79 -2.61 -2.47
H -6.341 0.398 0.945 -0.93 0.67 0.83
H -6.832 -1.537 -0.667 0.56 -0.39 -0.28
H -4.162 -2.619 -1.375 -0.70 2.14 1.61
H -2.606 -0.886 -0.109 2.96 -0.09 0.04
N 3.510 1.582 0.566 -2.80 0.53 0.40
C 3.624 2.958 0.791 4.99 -6.00 -1.87
C 4.917 3.155 0.561 5.49 2.18 0.04
C 5.668 1.909 0.306 -0.56 1.50 -0.12
C 4.675 0.998 0.257 -0.22 0.70 0.54
H 2.551 1.182 0.574 0.53 -0.27 0.05
H 2.844 3.483 0.931 -5.25 3.91 1.15
H 5.534 4.092 0.577 -1.19 -0.69 0.19
H 6.742 1.692 0.160 -0.91 0.60 0.05
H 4.694 -0.003 0.033 0.08 -2.26 -0.39
N 0.879 -1.156 2.762 3.09 -1.49 1.85
C -0.240 -1.844 3.108 2.31 0.50 1.97
C 0.180 -2.700 4.134 3.35 0.95 -2.70
C 1.711 -2.690 4.125 -3.30 3.07 -0.95
C 2.109 -1.579 3.357 -2.69 -0.70 -0.71
H 1.107 -0.495 2.106 -1.09 2.43 -2.79
H -1.152 -1.438 2.730 -0.70 -0.41 0.04
H -0.423 -3.259 4.753 -1.09 -1.40 1.05
H 2.284 -3.253 4.755 1.40 -1.35 1.47
H 3.022 -0.961 3.017 -1.44 -1.66 0.90
```
Forces are in eV/Å.

Computed properties:
* net charge: -1
* highest occupied orbital energy: -5.8 eV
* relative energy (zero: lowest compared OMol25 entry of this formula, charge and spin): 167.2 kcal per mole
* F_max: 10.870 eV/A
* 2S+1: 1

Record 2
Formula: C37H49BI2N6O2PS4Zr
Source: the OMol25 dataset
Level of theory: ωB97M-V/def2-TZVPD

```
103
Properties=species:S:1:pos:R:3:forces:R:3
Zr -0.472 -0.074 0.416 -0.05 0.77 -0.53
I -5.761 3.163 5.409 0.21 -0.19 -0.15
C -4.366 2.108 4.247 -0.17 0.23 0.19
C -4.108 0.771 4.507 -0.07 0.00 0.03
C -3.216 0.089 3.700 0.47 -0.55 -0.41
I -2.700 -1.900 4.112 -0.18 0.25 0.06
C -2.580 0.711 2.617 -0.70 0.29 0.83
O -1.790 0.043 1.775 -0.93 0.19 0.20
C -2.767 2.089 2.460 0.38 -0.29 -0.28
C -1.904 2.768 1.438 -0.29 -0.09 0.10
N -0.513 2.242 1.479 0.32 -0.20 -0.06
C 0.085 2.243 2.818 0.07 -0.06 0.14
C 0.573 0.882 3.253 0.04 0.17 0.05
C 0.783 0.622 4.596 0.06 0.00 -0.06
C 1.367 -0.574 4.975 -0.01 -0.01 -0.05
C 1.756 -1.469 3.991 0.00 0.04 0.02
C 1.496 -1.152 2.674 0.19 0.05 0.07
N 0.895 -0.009 2.298 0.05 -0.42 0.24
C -3.668 2.775 3.254 -0.03 0.06 0.06
H -4.591 0.263 5.329 -0.02 -0.01 -0.02
H -1.913 3.849 1.602 0.03 0.00 0.01
H -2.302 2.571 0.445 0.07 0.08 -0.09
H 0.027 2.838 0.870 0.05 0.04 -0.13
H -0.616 2.617 3.564 -0.02 0.03 -0.01
H 0.954 2.909 2.847 -0.03 0.03 -0.09
H 0.494 1.362 5.331 -0.02 -0.01 0.00
H 1.525 -0.801 6.021 0.01 0.01 0.00
H 2.233 -2.407 4.233 0.00 0.00 -0.02
H 1.789 -1.828 1.882 -0.03 -0.03 -0.03
H -3.819 3.837 3.103 0.04 0.00 -0.01
C -2.482 0.532 -4.108 0.15 0.02 -0.23
N -3.256 0.038 -2.987 -0.10 -0.02 0.28
C -4.610 0.218 -2.835 -0.07 0.02 -0.02
C -4.982 -0.480 -1.736 -0.08 -0.04 -0.05
N -3.866 -1.087 -1.215 0.15 0.09 -0.20
B -3.849 -1.982 0.076 0.15 0.16 0.06
N -2.999 -3.268 -0.151 0.02 -0.29 0.15
C -3.559 -4.391 -0.721 0.00 -0.01 -0.04
C -2.714 -5.428 -0.558 -0.08 -0.04 -0.05
N -1.615 -4.936 0.109 -0.08 0.18 -0.04
C -0.491 -5.723 0.568 0.16 -0.05 0.09
C -1.798 -3.613 0.342 -0.12 -0.04 -0.36
S -0.564 -2.689 1.112 0.29 0.12 0.21
C -2.818 -0.743 -1.974 -0.26 0.03 -0.24
S -1.207 -1.315 -1.771 0.26 -0.29 0.01
H -2.809 1.540 -4.357 -0.02 0.00 0.04
H -2.614 -0.118 -4.974 -0.05 0.01 0.03
H -1.430 0.563 -3.846 0.00 -0.01 0.10
H -5.191 0.818 -3.512 0.05 -0.02 -0.03
H -5.955 -0.607 -1.296 0.04 -0.01 0.05
H -4.977 -2.323 0.295 -0.12 0.04 -0.04
H -3.367 -1.355 0.957 -0.01 -0.01 0.19
H -4.524 -4.350 -1.195 -0.02 -0.01 0.07
H -2.807 -6.461 -0.845 0.07 0.00 0.03
H -0.454 -6.653 0.007 -0.05 0.00 -0.01
H -0.585 -5.940 1.632 -0.02 -0.03 -0.02
H 0.431 -5.168 0.418 0.02 0.02 -0.06
C -3.688 4.224 -2.022 -0.05 0.12 -0.04
O -2.831 3.137 -1.654 0.11 0.03 0.15
C -1.533 3.208 -1.993 -0.49 -0.19 -0.09
S -0.882 4.375 -2.936 0.07 0.12 0.09
S -0.631 1.814 -1.504 0.37 -0.15 -0.20
H -4.666 3.975 -1.618 0.03 -0.04 0.01
H -3.734 4.330 -3.105 0.02 -0.03 0.00
H -3.322 5.159 -1.599 0.00 -0.02 -0.01
C 4.141 -0.225 -3.045 0.04 -0.01 0.06
C 2.731 0.306 -2.777 -0.35 0.06 0.01
C 2.543 1.686 -3.419 0.03 0.02 0.05
C 1.745 -0.637 -3.466 -0.04 -0.01 0.06
P 2.316 0.342 -0.891 1.25 -0.04 -0.26
C 3.214 -1.204 -0.429 -0.17 0.03 0.00
C 2.507 -2.386 -0.655 0.07 0.08 0.01
C 3.098 -3.626 -0.470 0.01 -0.09 0.01
C 4.411 -3.713 -0.035 0.00 -0.02 -0.01
C 5.126 -2.549 0.203 0.05 0.04 0.00
C 4.538 -1.310 -0.001 0.02 0.04 0.12
C 3.374 1.791 -0.198 -0.31 -0.08 0.11
C 4.761 2.021 -0.805 0.04 -0.08 -0.01
C 2.578 3.085 -0.409 0.06 0.03 -0.06
C 3.531 1.576 1.312 0.07 -0.01 -0.10
H 4.364 -0.066 -4.103 -0.03 -0.01 -0.03
H 4.204 -1.295 -2.849 0.03 0.00 -0.01
H 4.914 0.276 -2.469 -0.01 -0.08 -0.10
H 2.549 1.564 -4.505 0.02 -0.04 0.01
H 3.343 2.383 -3.176 -0.06 0.00 -0.02
H 1.589 2.132 -3.144 -0.05 0.05 -0.03
H 1.984 -0.684 -4.531 0.06 -0.01 0.02
H 0.732 -0.265 -3.362 -0.16 -0.01 -0.03
H 1.789 -1.653 -3.072 -0.01 0.01 -0.03
H 1.482 -2.340 -0.994 -0.11 -0.06 0.00
H 2.538 -4.530 -0.671 -0.05 0.00 -0.01
H 4.880 -4.678 0.106 -0.01 0.00 0.01
H 6.156 -2.600 0.532 -0.01 -0.01 0.01
H 5.135 -0.429 0.177 -0.04 -0.09 0.01
H 4.712 2.292 -1.855 0.08 -0.01 0.05
H 5.429 1.171 -0.695 0.04 0.11 -0.04
H 5.218 2.860 -0.274 -0.03 0.02 0.02
H 2.463 3.342 -1.460 -0.04 0.02 0.05
H 3.091 3.916 0.084 0.04 -0.05 0.03
H 1.581 3.002 0.008 -0.09 0.05 0.02
H 4.001 0.624 1.553 -0.05 0.03 0.10
H 2.565 1.612 1.802 -0.03 0.02 0.09
H 4.155 2.370 1.731 -0.03 0.04 -0.04
```
Forces are in eV/Å.

Computed properties:
* net charge: +1
* highest occupied orbital energy: -10.1 eV
* relative energy (zero: lowest compared OMol25 entry of this formula, charge and spin): 29.0 kcal per mole
* F_max: 1.279 eV/A
* 2S+1: 1